21
Properties=species:S:1:pos:R:3 method="wB97M-V/def2-TZVPD" de_lowest_ev=4.0527 fmax_ha_per_bohr=0.062
C 0.75 1.45 1.71
C 0.33 0.08 2.07
C -0.17 1.99 0.80
C -0.88 -0.17 1.41
C -1.13 0.98 0.56
C -0.58 -1.81 -1.24
C 1.45 -0.19 -0.56
C 0.13 -0.50 -1.21
S -0.34 0.52 -2.63
H 1.77 1.79 1.94
H 0.69 -0.49 2.87
H -0.10 2.96 0.42
H -1.49 -1.09 1.43
H -1.91 1.22 -0.05
H -0.26 -2.40 -2.17
H -1.70 -1.75 -1.42
H -0.36 -2.60 -0.40
H 1.86 0.80 -0.92
H 1.36 -0.16 0.62
H 2.22 -0.93 -0.65
H -1.65 0.30 -2.56



21
Properties=species:S:1:pos:R:3 method="wB97M-V/def2-TZVPD" de_lowest_ev=0.0000 fmax_ha_per_bohr=0.046 smiles="C[Si]1(C)CC12C=CC=C2"
C 0.18 -2.48 -1.10
C 0.28 -1.55 -2.16
C -0.47 -1.90 -0.05
C -0.24 -0.34 -1.72
C -1.70 0.45 0.33
C -0.72 -0.51 -0.35
C 0.85 0.06 2.21
C 0.76 2.68 -0.02
Si 0.02 1.06 0.87
H 0.44 -3.51 -0.99
H 0.95 -1.76 -2.95
H -0.84 -2.60 0.68
H -0.40 0.53 -2.30
H -2.30 1.12 -0.22
H -2.30 0.08 1.14
H 1.70 -0.41 1.72
H 1.22 0.65 3.00
H 0.12 -0.57 2.74
H 0.96 3.51 0.69
H 1.52 2.39 -0.79
H -0.04 3.09 -0.73



21
Properties=species:S:1:pos:R:3 method="wB97M-V/def2-TZVPD" de_lowest_ev=5.9566 fmax_ha_per_bohr=0.105
C -3.19 -0.30 -1.58
C 0.33 -2.93 1.53
C -2.16 -0.36 -0.90
C -0.11 -2.03 0.88
C 0.18 1.67 -1.24
C 1.86 -0.10 -2.08
C -0.65 0.65 3.87
C 1.00 0.40 -0.86
Si -0.47 -0.81 -0.44
H -4.21 -0.15 -1.75
H 0.87 -3.67 2.03
H 0.88 2.61 -1.08
H -0.20 1.69 -2.37
H -0.59 1.82 -0.61
H 1.92 -1.14 -2.34
H 2.79 0.22 -1.92
H 1.48 0.33 -3.04
H -0.80 1.03 4.87
H 0.34 1.04 3.62
H -0.92 -0.27 3.40
H 1.62 0.31 0.00



27
Properties=species:S:1:pos:R:3 method="wB97M-V/def2-TZVPD" energy_ha=-6151.2587 charge=-1 fmax_ha_per_bohr=0.114
C 0.67 -1.12 3.35
C -0.20 -2.51 3.34
Br -0.48 -3.53 5.07
C -0.77 -3.02 2.06
Br -1.78 -4.78 2.20
Al -0.66 -2.15 0.22
O -2.32 -1.28 0.05
C -1.96 -0.23 -0.94
C -0.46 0.36 -0.52
C 0.02 1.12 -1.93
C 1.51 1.85 -1.74
C 1.59 3.32 -2.47
I 0.14 4.79 -1.70
O 0.50 -0.73 -0.14
H 1.78 -1.40 3.56
H 0.31 -0.51 4.31
H 0.49 -0.41 2.44
H -0.35 -3.16 -0.96
H -2.85 0.55 -0.83
H -2.01 -0.84 -1.95
H -0.54 1.27 0.25
H 0.04 0.31 -2.80
H -0.80 1.92 -2.27
H 1.66 2.01 -0.58
H 2.34 1.11 -2.17
H 1.46 3.30 -3.63
H 2.67 3.76 -2.25



25
Properties=species:S:1:pos:R:3 method="wB97M-V/def2-TZVPD" de_lowest_ev=2.3812 fmax_ha_per_bohr=0.129
B 2.65 0.40 0.10
C -3.00 1.29 -0.77
C -3.76 0.91 0.27
C -1.76 0.66 -1.09
C -3.27 -0.15 1.03
C -1.44 -0.45 -0.33
C 3.92 1.33 0.62
C -0.03 -2.24 0.40
C -0.36 -1.37 -0.70
N -2.18 -0.77 0.80
N 1.33 0.47 0.35
O 3.18 -0.61 -0.78
H -3.36 2.20 -1.43
H -4.62 1.49 0.36
H -1.13 0.98 -1.89
H -3.78 -0.45 1.85
H 3.59 2.32 0.60
H 4.77 1.25 -0.09
H 4.22 0.90 1.49
H 1.11 -2.46 0.45
H -0.37 -1.91 1.29
H -0.29 -3.32 0.18
H -0.07 -1.45 -1.72
H 0.68 1.26 0.29
H 3.98 -0.28 -1.29



25
Properties=species:S:1:pos:R:3 method="wB97M-V/def2-TZVPD" de_lowest_ev=5.0839 fmax_ha_per_bohr=0.079
C -0.56 1.42 -2.80
C 0.70 1.00 -2.35
C 0.72 1.07 -0.91
C -0.60 1.55 -0.49
C -1.35 1.77 -1.68
Sn -0.52 -0.95 -0.48
N -2.89 0.32 0.70
C 0.82 -2.34 -1.40
C 1.95 -1.61 -0.94
H 1.59 0.98 -0.27
H 1.54 0.70 -2.97
H -0.87 1.84 0.51
H -2.35 2.21 -1.70
H -0.84 1.57 -3.84
H 2.60 -1.13 -1.65
H 0.53 -3.27 -0.89
H -3.54 -0.33 1.21
H 2.33 -1.76 0.07
H 0.56 -2.35 -2.47
B 0.02 0.00 4.24
C 0.00 -0.31 2.73
N 0.07 -0.61 1.59
H 1.05 -0.49 4.67
H -0.97 -0.50 4.74
H 0.02 1.23 4.38



24
Properties=species:S:1:pos:R:3 method="wB97M-V/def2-TZVPD" de_lowest_ev=0.0000 charge=+1 fmax_ha_per_bohr=0.145 smiles=CB(O)[C@@H]([NH3+])c1ccccc1
B -1.92 0.28 -0.33
C 3.30 0.11 -0.40
C 2.90 0.41 0.90
C 2.39 -0.39 -1.36
C 1.59 0.33 1.30
C 1.10 -0.46 -0.95
C 0.72 -0.05 0.36
C -1.79 1.84 -0.64
C -0.75 -0.31 0.85
N -0.99 -1.80 0.99
O -2.71 -0.70 -0.70
H 4.31 0.29 -0.77
H 3.72 0.55 1.63
H 2.72 -0.82 -2.36
H 1.34 0.77 2.17
H 0.28 -0.96 -1.50
H -2.71 2.21 -1.34
H -0.83 2.02 -1.16
H -1.95 2.62 0.10
H -0.85 0.21 1.70
H -0.34 -1.92 1.74
H -1.98 -1.96 1.13
H -0.88 -2.32 0.15
H -3.59 -0.62 -1.04



30
Properties=species:S:1:pos:R:3 method="wB97M-V/def2-TZVPD" de_lowest_ev=0.0610 charge=-1 fmax_ha_per_bohr=0.008
Ca 0.70 0.66 -1.06
N 0.47 -0.05 1.31
N -0.36 0.99 1.81
C -0.14 2.33 1.41
O -0.61 3.19 2.14
O 0.47 2.49 0.29
H -0.07 -0.92 1.30
H 1.31 -0.16 1.87
H -0.62 0.92 2.79
C 2.78 -1.67 -3.07
O 3.65 -0.72 -2.50
C 2.97 0.31 -1.85
C 4.04 1.18 -1.26
H 3.39 -2.42 -3.58
H 2.11 -1.20 -3.79
H 2.18 -2.17 -2.30
H 4.73 1.57 -2.03
H 4.66 0.64 -0.53
H 3.60 2.05 -0.75
S -1.46 -0.97 -1.71
C -2.33 -0.93 -0.19
N -3.46 -0.14 -0.18
C -4.17 0.09 1.00
C -3.81 -0.62 2.11
C -2.73 -1.50 2.01
N -1.97 -1.62 0.85
H -3.61 0.44 -0.99
H -4.96 0.83 0.96
H -4.34 -0.49 3.04
H -2.41 -2.10 2.86



25
Properties=species:S:1:pos:R:3 method="wB97M-V/def2-TZVPD" de_lowest_ev=1.7341 charge=+1 fmax_ha_per_bohr=0.073
C 0.16 -1.12 -0.54
C -1.03 -1.91 -0.40
C 0.18 0.19 -0.52
C -2.13 0.97 0.18
C -2.35 -0.24 1.02
C -2.17 -1.53 0.24
C 1.98 1.08 0.81
C 1.73 1.71 -1.55
N -3.25 -2.35 0.24
N 1.04 1.30 -0.31
Cl -1.59 2.42 0.95
Cl -3.11 1.22 -1.21
H 1.06 -1.70 -0.74
H -1.00 -2.90 -0.82
H -1.63 -0.23 1.84
H -3.36 -0.23 1.45
H 2.64 0.24 0.59
H 2.59 1.97 0.98
H 1.42 0.85 1.71
H 2.39 0.92 -1.89
H 0.99 1.89 -2.34
H 2.31 2.62 -1.38
H -4.02 -2.19 0.88
H -3.18 -3.26 -0.18
H 0.40 2.07 -0.01



28
Properties=species:S:1:pos:R:3 method="wB97M-V/def2-TZVPD" de_lowest_ev=0.0000 charge=+1 fmax_ha_per_bohr=0.069 smiles="CC(=[NH2+])N(c1ccc(Cl)cc1)P(N)(N)=O"
C 1.42 0.71 -1.07
C 1.33 -0.66 0.87
C 2.76 0.66 -1.11
C 2.75 -0.70 0.86
C 0.66 0.07 -0.05
C 3.47 -0.06 -0.12
C -1.46 1.33 -0.08
C -0.78 2.60 0.42
N -0.42 -2.58 -0.67
N -2.10 -1.76 1.32
N -0.74 0.06 -0.20
N -2.71 1.27 -0.44
O -2.67 -1.23 -1.15
P -1.58 -1.51 -0.25
Cl 5.20 -0.20 0.03
H 1.00 1.23 -1.88
H 0.67 -1.12 1.53
H 3.21 1.16 -1.91
H 3.06 -1.38 1.66
H -1.39 3.47 0.71
H -0.17 2.80 -0.45
H -0.24 2.25 1.23
H -0.39 -3.02 -1.54
H 0.50 -2.50 -0.24
H -1.69 -1.64 2.21
H -3.09 -1.62 1.41
H -3.49 1.88 -0.20
H -3.09 0.47 -0.89